(1)
Computed, not measured: C17H19ClN2O3S2 in the gas phase in a non-equilibrium geometry, with the ωB97M-V functional and the def2-TZVPD basis.

ΔE to the lowest compared entry with this formula, charge and spin	17.2	kcal per mole
M	398.94	Da
structure (SMILES)	O=C(NCc1cccs1)C1CCN(S(=O)(=O)c2ccc(Cl)cc2)CC1
HOMO-LUMO gap	9.055	eV

Positions of all 44 atoms, in Å:
O: -1.45 -1.01 -1.21
C: -2.11 -0.45 -0.35
N: -2.79 0.69 -0.60
H: -3.16 1.20 0.19
C: -2.55 1.47 -1.80
C: -1.36 2.35 -1.66
C: -0.17 2.28 -2.33
C: 0.77 3.23 -1.88
C: 0.29 4.01 -0.88
S: -1.32 3.60 -0.46
H: 0.79 4.80 -0.34
H: 1.77 3.32 -2.28
H: 0.02 1.57 -3.11
H: -2.38 0.76 -2.61
H: -3.45 2.05 -2.01
C: -2.43 -1.09 1.01
C: -1.69 -2.43 1.12
C: -0.18 -2.21 1.18
N: 0.20 -1.07 2.00
S: 0.86 0.27 1.23
O: -0.12 1.01 0.47
O: 1.54 1.01 2.25
C: 2.06 -0.43 0.11
C: 1.75 -0.57 -1.23
C: 2.70 -1.08 -2.10
C: 3.95 -1.43 -1.60
C: 4.26 -1.28 -0.25
C: 3.30 -0.78 0.60
H: 3.50 -0.63 1.65
H: 5.24 -1.56 0.11
Cl: 5.14 -2.06 -2.67
H: 2.48 -1.20 -3.15
H: 0.77 -0.29 -1.58
C: -0.83 -0.66 2.94
C: -2.11 -0.20 2.23
H: -1.98 0.83 1.91
H: -2.94 -0.24 2.94
H: -1.02 -1.50 3.61
H: -0.41 0.16 3.52
H: 0.31 -3.10 1.60
H: 0.21 -2.05 0.18
H: -1.92 -3.05 0.25
H: -2.04 -2.95 2.01
H: -3.51 -1.29 0.98


(2)
Computed, not measured: a molecular structure, C4H5LiO7Tl in a non-equilibrium geometry, with the ωB97M-V functional and the def2-TZVPD basis.

ΔE to the lowest compared entry with this formula, charge and spin	1.8	kcal per mole
M	376.40	Da
net charge	-1
HOMO-LUMO gap	5.108	eV

Positions of all 18 atoms, in Å:
O: 3.00 -3.40 -0.10
C: 2.58 -2.22 0.03
O: 3.19 -1.35 0.70
O: 1.45 -1.92 -0.63
C: 0.97 -0.57 -0.57
O: -0.87 0.79 -1.17
C: -2.81 2.30 0.89
C: -0.33 -0.46 -1.35
O: -2.97 3.09 -0.08
O: -1.76 2.38 1.59
Li: 4.36 -2.85 1.19
Tl: -0.53 2.99 -0.47
H: 1.72 0.11 -0.99
H: 0.80 -0.28 0.48
H: -0.11 -0.71 -2.41
H: -1.02 -1.26 -0.98
O: -3.95 1.83 1.49
H: -3.71 1.51 2.37


(3)
Computed, not measured: a molecular structure, C24H34F3N2O6Ti in a non-equilibrium geometry, with the ωB97M-V functional and the def2-TZVPD basis.

ΔE to the lowest compared entry with this formula, charge and spin	14.9	kcal per mole
M	551.41	Da
net charge	+3
HOMO-LUMO gap (alpha / beta)	5.392 / 6.026	eV

Positions of all 70 atoms, in Å:
Ti: 1.28 -0.04 0.33
C: 4.25 -0.72 -0.27
C: 3.76 -2.13 -0.13
O: 2.36 -1.95 0.22
C: 1.65 -3.19 0.39
C: 0.32 -2.73 1.03
O: 0.60 -1.54 1.75
C: 1.07 -1.59 3.12
C: 2.48 -1.12 3.15
O: 2.46 0.06 2.31
C: 2.92 1.33 2.81
C: 1.81 2.28 2.44
O: 1.43 2.02 1.08
C: 0.72 3.18 0.48
C: 0.29 2.80 -0.94
O: 1.07 1.66 -1.33
C: 2.37 2.10 -1.70
C: 3.25 0.90 -1.84
O: 3.15 0.11 -0.68
H: 5.09 -0.59 -0.97
H: 4.57 -0.30 0.72
H: 4.24 -2.71 0.71
H: 3.95 -2.68 -1.05
H: 2.09 -4.00 0.97
H: 1.51 -3.71 -0.53
H: -0.15 -3.46 1.68
H: -0.36 -2.50 0.28
H: 0.92 -2.64 3.44
H: 0.42 -0.95 3.73
H: 3.24 -1.87 2.82
H: 2.88 -0.96 4.20
H: 3.90 1.64 2.36
H: 2.99 1.26 3.91
H: 2.06 3.37 2.58
H: 0.95 2.08 3.09
H: 1.34 4.08 0.48
H: -0.25 3.27 1.01
H: 0.39 3.72 -1.55
H: -0.72 2.56 -1.05
H: 2.68 2.87 -0.97
H: 2.39 2.46 -2.67
H: 4.30 1.23 -2.10
H: 2.95 0.34 -2.78
F: -8.24 -0.11 0.21
C: -7.55 0.90 0.77
F: -7.98 1.14 1.99
F: -7.81 1.94 -0.03
C: -6.04 0.63 0.81
C: -5.34 0.41 1.98
C: -3.98 0.24 1.94
C: -3.34 0.32 0.74
C: -4.07 0.48 -0.47
C: -5.46 0.75 -0.43
C: -1.95 0.26 0.68
C: -0.69 0.19 0.57
H: -5.85 0.28 2.97
H: -3.50 0.05 2.90
H: -3.57 0.51 -1.40
H: -6.12 1.01 -1.30
C: -1.95 -1.47 -3.75
N: -0.58 -0.89 -3.61
C: 0.27 -0.94 -4.76
C: 0.05 -0.91 -2.46
N: 0.58 -1.06 -1.43
H: -2.44 -1.32 -2.81
H: -1.99 -2.62 -3.86
H: -2.47 -1.00 -4.54
H: 0.82 -1.89 -4.88
H: 0.92 -0.05 -4.71
H: -0.32 -0.76 -5.67


(4)
Computed, not measured: 2 unconnected molecules or ions with the total composition C3H3BrO2S in a non-equilibrium geometry, with the ωB97M-V functional and the def2-TZVPD basis.

ΔE to the lowest compared entry with this formula, charge and spin	16.1	kcal per mole
M	183.03	Da
structure (SMILES)	C=CC(=O)Br.O=S
HOMO-LUMO gap (alpha / beta)	7.664 / 7.700	eV

Positions of all 10 atoms, in Å:
C: 1.00 -0.24 0.24
C: 2.40 0.01 0.04
C: 0.00 0.54 -0.26
O: 2.88 1.07 -0.19
O: 0.81 3.28 0.22
S: 2.20 3.62 -0.22
Br: 3.50 -1.51 0.17
H: 0.66 -1.12 0.79
H: -0.05 1.36 -1.04
H: -0.97 0.17 -0.36